Entry 1:
# C6H10O

A single C6H10O molecule at a distorted geometry (the ωB97M-V functional and the def2-TZVPD basis, the Open Molecules 2025 dataset).

```
! RIJCOSX wB97M-V def2-TZVPD def2/J DEFGRID3
* xyz 0 1
O 2.211 -1.065 0.738
C 1.239 -0.396 -0.046
C 0.936 1.023 0.311
C -0.228 1.590 -0.004
C -1.441 0.789 -0.411
C -1.397 -0.573 0.275
C -0.060 -1.286 -0.051
H 3.008 -0.712 0.333
H 1.895 -0.144 -1.001
H 1.814 1.608 0.574
H -0.312 2.671 0.020
H -1.468 0.640 -1.503
H -2.355 1.339 -0.156
H -1.533 -0.425 1.357
H -2.242 -1.201 -0.047
H 0.069 -2.126 0.652
H -0.135 -1.729 -1.042
*
```

Gap between HOMO and LUMO = 10.155 eV
Energy above the lowest of the compared OMol25 structures with the same formula, charge and spin = 19.8 kcal/mol
HOMO = -9.24 eV
LUMO level = 0.9 eV

***

Entry 2:
# C6H10O

A single C6H10O molecule (the ωB97M-V functional and the def2-TZVPD basis, the Open Molecules 2025 dataset).

```
! RIJCOSX wB97M-V def2-TZVPD def2/J DEFGRID3
* xyz 0 1
C -2.079 0.153 -0.030
C -0.572 0.101 -0.009
C 0.382 0.277 -1.211
C 1.283 0.002 0.020
O 2.637 -0.298 0.007
C 0.326 -1.082 0.462
C 0.407 1.024 0.794
H -2.483 -0.638 -0.672
H -2.494 0.010 0.974
H -2.448 1.112 -0.413
H 0.428 1.281 -1.651
H 0.348 -0.499 -1.982
H 2.609 -1.257 -0.153
H 0.315 -1.303 1.535
H 0.495 -1.991 -0.139
H 0.355 0.945 1.886
H 0.461 2.069 0.467
*
```

Gap between HOMO and LUMO = 10.767 eV
Energy above the lowest of the compared OMol25 structures with the same formula, charge and spin = 42.0 kcal/mol
HOMO = -9.95 eV
LUMO level = 0.8 eV

***

Entry 3:
# C6H10O

A single C6H10O molecule (the ωB97M-V functional and the def2-TZVPD basis, the Open Molecules 2025 dataset).

```
! RIJCOSX wB97M-V def2-TZVPD def2/J DEFGRID3
* xyz 0 1
C 2.065 0.287 -0.005
C 1.018 -0.537 -0.750
C -0.403 -0.056 -0.559
C -1.530 -0.882 -1.127
C -0.669 0.969 0.221
C -0.966 1.450 1.400
O -1.095 0.582 2.464
H 3.069 -0.115 -0.178
H 1.877 0.280 1.074
H 2.051 1.333 -0.329
H 1.046 -1.576 -0.388
H 1.252 -0.588 -1.822
H -2.492 -0.497 -0.778
H -1.536 -0.915 -2.221
H -1.422 -1.914 -0.764
H -1.126 2.479 1.693
H -1.139 -0.300 2.068
*
```

Gap between HOMO and LUMO = 9.492 eV
Energy above the lowest of the compared OMol25 structures with the same formula, charge and spin = 37.2 kcal/mol
HOMO = -8.65 eV
LUMO level = 0.8 eV

***

Entry 4:
# C6H10O

A single C6H10O molecule (the ωB97M-V functional and the def2-TZVPD basis, the Open Molecules 2025 dataset).

```
! RIJCOSX wB97M-V def2-TZVPD def2/J DEFGRID3
* xyz 0 1
C 2.312 -0.080 1.224
C 1.184 -0.084 0.798
C -0.178 0.288 0.344
C -0.148 1.824 0.359
O -1.178 -0.219 1.218
C -0.539 -0.253 -1.045
C -0.532 -1.775 -1.150
H 3.312 -0.005 1.588
H 0.070 2.169 1.376
H 0.658 2.182 -0.291
H -1.101 2.246 0.030
H -0.866 -0.125 2.127
H -1.544 0.129 -1.263
H 0.142 0.190 -1.781
H -0.805 -2.093 -2.162
H -1.247 -2.213 -0.448
H 0.461 -2.181 -0.927
*
```

Gap between HOMO and LUMO = 11.035 eV
Energy above the lowest of the compared OMol25 structures with the same formula, charge and spin = 34.9 kcal/mol
HOMO = -10.09 eV
LUMO level = 0.9 eV

***

Entry 5:
# C6H10O

3 unconnected molecules or ions with the total composition C6H10O (the ωB97M-V functional and the def2-TZVPD basis, the Open Molecules 2025 dataset).

```
! RIJCOSX wB97M-V def2-TZVPD def2/J DEFGRID3
* xyz 0 1
C -1.186 1.226 0.982
C -1.756 0.072 0.646
O -1.881 -1.036 1.421
H -0.763 1.398 1.969
H -1.098 2.018 0.248
H -2.178 -0.102 -0.337
H -1.423 -0.882 2.257
C 0.079 -0.374 -2.370
C -1.088 -0.295 -2.646
H 1.108 -0.440 -2.091
H -2.129 -0.226 -2.871
C 1.725 -0.054 0.985
C 2.447 -0.385 -0.078
H 1.133 -0.792 1.521
H 1.675 0.969 1.348
H 3.015 0.358 -0.635
H 2.480 -1.408 -0.446
*
```

Gap between HOMO and LUMO = 9.906 eV
Energy above the lowest of the compared OMol25 structures with the same formula, charge and spin = 88.4 kcal/mol
HOMO = -8.94 eV
LUMO level = 1.0 eV

***

Entry 6:
# C6H10O

A single C6H10O molecule (the ωB97M-V functional and the def2-TZVPD basis, the Open Molecules 2025 dataset).

```
! RIJCOSX wB97M-V def2-TZVPD def2/J DEFGRID3
* xyz 0 1
C 2.227 0.068 0.065
C 0.749 -0.164 0.008
C 0.065 -1.185 0.529
C -1.423 -1.084 0.321
C -1.576 0.181 -0.553
C -0.184 0.863 -0.597
O -0.117 2.101 0.100
H 2.439 1.039 0.527
H 2.670 0.090 -0.939
H 2.733 -0.710 0.644
H 0.521 -2.015 1.063
H -1.955 -1.014 1.280
H -1.823 -1.974 -0.180
H -1.888 -0.095 -1.566
H -2.324 0.882 -0.170
H 0.092 1.127 -1.624
H -0.228 1.893 1.038
*
```

Gap between HOMO and LUMO = 10.200 eV
Energy above the lowest of the compared OMol25 structures with the same formula, charge and spin = 0.4 kcal/mol
HOMO = -9.22 eV
LUMO level = 1.0 eV

***

- LUMO level of number 3 (C6H10O)?
  0.8 eV

***

- Number 6 is which compound?
  C6H10O

***

Please write out number 2 again, unchanged.
# C6H10O

A single C6H10O molecule (the ωB97M-V functional and the def2-TZVPD basis, the Open Molecules 2025 dataset).

```
! RIJCOSX wB97M-V def2-TZVPD def2/J DEFGRID3
* xyz 0 1
C -2.079 0.153 -0.030
C -0.572 0.101 -0.009
C 0.382 0.277 -1.211
C 1.283 0.002 0.020
O 2.637 -0.298 0.007
C 0.326 -1.082 0.462
C 0.407 1.024 0.794
H -2.483 -0.638 -0.672
H -2.494 0.010 0.974
H -2.448 1.112 -0.413
H 0.428 1.281 -1.651
H 0.348 -0.499 -1.982
H 2.609 -1.257 -0.153
H 0.315 -1.303 1.535
H 0.495 -1.991 -0.139
H 0.355 0.945 1.886
H 0.461 2.069 0.467
*
```

Gap between HOMO and LUMO = 10.767 eV
Energy above the lowest of the compared OMol25 structures with the same formula, charge and spin = 42.0 kcal/mol
HOMO = -9.95 eV
LUMO level = 0.8 eV

***

- Among the records above, which one has the lowest gap between HOMO and LUMO?
  number 3